[1]
Entry from the Open Molecules 2025 dataset: a 2-piece molecular cluster, C2H8N2O overall at a distorted geometry (wB97M-V/def2-TZVPD).

Positions of all 13 atoms, in Å:
1 O 2.508 2.966 0.406
2 N -2.329 -3.170 0.318
3 N -0.167 -3.423 -0.518
4 C 1.765 4.166 0.135
5 C -1.439 -3.375 -0.712
6 H 0.760 3.926 0.422
7 H -3.308 -3.102 0.097
8 H 2.287 5.023 0.554
9 H 0.056 -3.068 0.411
10 H -1.709 -3.064 -1.718
11 H 1.933 2.221 0.299
12 H 1.801 4.465 -0.922
13 H -2.159 -3.564 1.229

As for the SMILES: [H]/N=C\N.CO. The calculation puts the highest occupied orbital energy at -9.231 eV. Its LUMO energy is 0.871 eV.

***

[2]
Entry from the Open Molecules 2025 dataset: a single C2H8N2O molecule at a distorted geometry (wB97M-V/def2-TZVPD).

Positions of all 13 atoms, in Å:
1 O -0.320 -1.926 0.513
2 N 0.949 -0.787 -0.964
3 N -0.088 0.318 0.769
4 C -0.215 -0.729 -0.171
5 C -0.378 1.636 0.209
6 H 1.634 -1.333 -0.450
7 H -0.691 -1.644 1.366
8 H 0.238 1.868 -0.665
9 H -1.190 -0.513 -0.730
10 H -1.433 1.712 -0.071
11 H -0.178 2.397 0.969
12 H 0.729 -1.317 -1.803
13 H 0.943 0.317 1.028

As for the SMILES: CN[C@@H](N)O. The calculation puts the highest occupied orbital energy at -9.368 eV. Its LUMO energy is 1.142 eV.

***

[3]
Entry from the Open Molecules 2025 dataset: a 2-piece molecular cluster, C2H8N2O overall at a distorted geometry (wB97M-V/def2-TZVPD).

Positions of all 13 atoms, in Å:
1 O 1.165 2.577 -0.869
2 N 0.088 -0.051 0.344
3 N 0.608 -1.601 -1.326
4 C -0.606 0.122 1.608
5 C -0.234 -1.004 -0.413
6 H 0.102 -1.922 -2.130
7 H -0.983 -0.854 1.950
8 H -1.530 0.696 1.468
9 H 0.847 1.787 -0.374
10 H -0.049 0.614 2.394
11 H 0.372 3.038 -1.170
12 H -1.262 -1.418 -0.460
13 H 1.482 -1.983 -1.022

As for the SMILES: C/N=C/N.O. The calculation puts the highest occupied orbital energy at -9.130 eV. Its LUMO energy is 0.952 eV.

***

[4]
Entry from the Open Molecules 2025 dataset: a 2-piece molecular cluster, C2H8N2O2 overall at a distorted geometry (wB97M-V/def2-TZVPD).

Positions of all 14 atoms, in Å:
1 O -2.138 -0.843 0.467
2 O 1.180 0.098 -0.542
3 N 1.962 0.237 1.700
4 N -1.798 -0.209 -1.791
5 C -1.585 -0.234 -0.414
6 C 1.890 0.881 0.449
7 H 2.880 0.991 0.004
8 H 2.809 0.011 2.181
9 H -1.871 -1.049 -2.341
10 H -0.992 0.643 -0.133
11 H 1.415 1.862 0.501
12 H -2.288 0.582 -2.171
13 H 1.143 0.290 2.281
14 H 1.356 -0.805 -0.242

As for the SMILES: NC=O.NCO. The calculation puts the highest occupied orbital energy at -9.622 eV. Its LUMO energy is 0.966 eV.

***

[5]
Entry from the Open Molecules 2025 dataset: a single C2H8N2O2 molecule at a distorted geometry (wB97M-V/def2-TZVPD).

Positions of all 14 atoms, in Å:
1 O -1.712 -1.936 -0.112
2 O -1.784 0.361 0.034
3 N 1.255 1.305 0.582
4 N -1.073 -0.759 -0.545
5 C 0.446 -0.589 0.198
6 C 1.063 0.457 -0.650
7 H 0.907 -1.563 0.049
8 H 0.400 1.793 0.833
9 H -2.574 0.471 -0.511
10 H 0.443 0.923 -1.421
11 H 2.037 0.161 -1.036
12 H -1.611 -2.030 0.853
13 H 0.159 -0.528 1.251
14 H 2.044 1.934 0.477

As for the SMILES: NCCN(O)O. The calculation puts the highest occupied orbital energy at -8.835 eV. Its LUMO energy is 1.032 eV.

***

[6]
Entry from the Open Molecules 2025 dataset: a 2-piece molecular cluster, C2H8N2O2 overall at a distorted geometry (wB97M-V/def2-TZVPD).

Positions of all 14 atoms, in Å:
1 O -0.472 -1.740 -1.283
2 O 0.141 1.097 -1.484
3 N 0.813 -0.760 0.403
4 N -0.377 2.007 -0.530
5 C 0.769 0.049 1.405
6 C -0.359 -1.502 0.084
7 H 1.692 0.549 1.671
8 H 0.054 -0.080 2.228
9 H -0.213 1.447 0.464
10 H -1.346 2.142 -0.837
11 H -0.277 -2.485 0.563
12 H -0.266 -0.906 -1.734
13 H -1.272 -0.990 0.474
14 H 1.114 1.171 -1.424

As for the SMILES: C=NCO.NO. The calculation puts the highest occupied orbital energy at -9.484 eV. Its LUMO energy is 0.454 eV.

***

[7]
Entry from the Open Molecules 2025 dataset: a 2-piece molecular cluster, C2H8N2O2 overall at a distorted geometry (wB97M-V/def2-TZVPD).

Positions of all 14 atoms, in Å:
1 O 1.097 -1.983 4.622
2 O 0.674 0.117 -2.973
3 N -1.025 1.447 -2.016
4 N 1.056 -0.706 2.750
5 C -0.733 0.246 -2.760
6 C 0.759 -0.976 4.048
7 H -1.313 0.052 -3.664
8 H 0.951 0.930 -3.411
9 H 0.240 -0.150 4.559
10 H -1.000 1.165 -1.050
11 H 1.495 -1.377 2.147
12 H -0.869 -0.651 -2.178
13 H 0.544 0.002 2.258
14 H -1.877 1.882 -2.332

As for the SMILES: NC=O.NCO. The calculation puts the highest occupied orbital energy at -10.114 eV. Its LUMO energy is 0.423 eV.

***

[8]
Entry from the Open Molecules 2025 dataset: an isolated ion of composition C2H8N2O2P and charge -1 at a distorted geometry (wB97M-V/def2-TZVPD).

Positions of all 15 atoms, in Å:
1 P -0.636 1.202 -0.444
2 O -1.689 1.606 0.484
3 O -0.218 2.104 -1.522
4 N -0.979 -0.419 -0.963
5 N 0.644 0.873 0.625
6 C 1.913 0.152 0.316
7 C -1.197 -1.376 0.081
8 H 0.563 1.211 1.526
9 H 2.191 -0.290 1.250
10 H -0.664 -2.220 -0.208
11 H 1.797 -0.739 -0.303
12 H -0.682 -0.923 0.880
13 H -2.186 -1.463 0.329
14 H 2.598 0.752 -0.224
15 H -1.456 -0.468 -1.827

As for the SMILES: CNP(=O)([O-])NC. The calculation puts the highest occupied orbital energy at -3.897 eV. Its LUMO energy is 4.096 eV. The total charge is -1.

***

For the records above, the corresponding frontier orbital gap values read 10.1; 10.5; 10.1; 10.6; 9.9; 9.9; 10.5; 8.0 eV.